P) Computed, not measured: a 2-piece molecular cluster, C2H7S3 overall, with ωB97M-V/def2-TZVPD.

Computed properties:
- LUMO level (eV) = 2.6
- net charge = -1
- highest occupied orbital energy (eV) = -2.03
- HOMO-LUMO gap (eV) = 4.66

Element x y z (Å)
1 S 2.2628 -2.2665 -4.3501
2 S -2.2575 2.7408 2.3883
3 S -1.5186 1.6174 0.7898
4 C -1.7682 1.6569 3.8164
5 C 1.7886 -1.3556 -2.8262
6 H 2.3276 -1.7850 -1.9899
7 H 0.7099 -1.3969 -2.7261
8 H -2.5480 1.6445 4.5615
9 H 1.4011 -3.2807 -4.2148
10 H -0.8299 2.0882 4.1608
11 H -1.6271 0.6634 3.4020
12 H 2.0595 -0.3264 -3.0118

=====

Q) Computed, not measured: an isolated ion of composition C2H7S3 and charge -1, with ωB97M-V/def2-TZVPD.

Computed properties:
- LUMO level (eV) = 3.4
- net charge = -1
- highest occupied orbital energy (eV) = -3.16
- HOMO-LUMO gap (eV) = 6.57

Element x y z (Å)
1 S -0.1956 0.2415 -1.3921
2 S 0.9418 -4.0806 0.3682
3 S 0.1846 -2.1130 -0.3804
4 C -0.4340 0.9877 0.2384
5 C -0.0093 2.4412 0.2782
6 H 1.0153 2.5390 -0.0746
7 H 0.1572 0.4220 0.9540
8 H -0.6441 3.0357 -0.3670
9 H -1.4751 0.9096 0.5664
10 H -0.0838 2.8629 1.2791
11 H 0.6472 -2.3601 -1.6074
12 H -0.1042 -4.8858 0.1372

=====

Preferred: Q); penalty for the next structure: 19.1 kJ/mol.

=====

P) Computed, not measured: one molecule with the formula CH6N2O2S, with ωB97M-V/def2-TZVPD.

Computed properties:
- LUMO level (eV) = 0.6
- net charge = 0
- structure (SMILES) = CO[S@@](=N)(N)=O
- highest occupied orbital energy (eV) = -10.14
- HOMO-LUMO gap (eV) = 10.74

Element x y z (Å)
1 S -0.2425 0.6980 0.5046
2 O -1.1066 -0.5596 -0.0845
3 O -0.0643 1.7292 -0.4644
4 N 1.3882 -0.1973 0.5620
5 N -0.7222 1.2524 1.8795
6 C -0.7026 -0.9509 -1.3735
7 H -1.3540 -0.7249 -2.3069
8 H 1.9149 0.5988 -0.0018
9 H -0.8527 0.5648 2.6706
10 H 0.2909 -0.4214 -1.5230
11 H 1.8691 0.0451 1.3846
12 H -0.4182 -2.0342 -1.2470

=====

Q) Computed, not measured: a 3-piece molecular cluster, CH6N2O2S overall, with ωB97M-V/def2-TZVPD.

Computed properties:
- LUMO level (eV) = -0.2
- net charge = 0
- highest occupied orbital energy (eV) = -9.71
- HOMO-LUMO gap (eV) = 9.46

Element x y z (Å)
1 S -1.9073 -0.2772 0.6034
2 O -2.9231 -1.1313 0.0372
3 O -0.9045 -2.8455 0.9891
4 N -1.8439 1.1023 0.0587
5 N 2.2258 0.6837 -0.6383
6 C 2.3064 1.9322 -0.6585
7 H -0.0681 -3.2091 1.2696
8 H -1.0996 -2.7434 0.0853
9 H 1.9957 0.1456 0.1777
10 H 2.1552 2.5343 0.3094
11 H 2.4955 2.3967 -1.5487
12 H -2.4321 1.4117 -0.6849

=====

Preferred: Q); penalty for the next structure: 67.3 kJ/mol.

=====

P) Computed, not measured: a 2-piece molecular cluster, CH6N2O2S overall, with ωB97M-V/def2-TZVPD.

Computed properties:
- LUMO level (eV) = 0.5
- net charge = 0
- highest occupied orbital energy (eV) = -8.28
- HOMO-LUMO gap (eV) = 8.82

Element x y z (Å)
1 S -1.1156 -0.4659 1.1044
2 O 0.0671 -0.3961 2.2253
3 O -1.9321 0.7278 1.1587
4 N 0.8227 -1.1714 -0.6732
5 N -0.6852 0.4805 -1.3589
6 C 0.0040 -0.1322 -0.3576
7 H 0.9852 1.2536 0.3929
8 H 0.6228 0.3898 2.0627
9 H -1.2949 1.2006 -0.9834
10 H 1.3035 -1.5948 0.1051
11 H 1.3932 -1.0782 -1.5032
12 H -0.1706 0.7862 -2.1730

=====

Q) Computed, not measured: CH6N2O2S as an isolated structure, with ωB97M-V/def2-TZVPD.

Computed properties:
- LUMO level (eV) = 0.7
- net charge = 0
- highest occupied orbital energy (eV) = -8.95
- HOMO-LUMO gap (eV) = 9.63

Element x y z (Å)
1 S 0.8566 -0.1706 -0.5181
2 O -0.0153 0.5936 1.8335
3 O -0.2536 -1.1477 0.2807
4 N -0.2304 0.9578 -1.2904
5 N 1.2927 -1.0151 -1.7159
6 C -0.8569 -0.2668 1.1331
7 H -0.1604 0.7859 -2.2667
8 H -0.1393 1.9003 -0.9671
9 H 0.3269 0.3468 2.7110
10 H -1.4578 0.4146 0.4902
11 H -1.5119 -0.8773 1.8986
12 H 2.1492 -1.5215 -1.5888

=====

Preferred: Q); penalty for the next structure: 27.4 kJ/mol.

=====

P) Computed, not measured: a 2-piece molecular cluster, C3H8N4 overall, with ωB97M-V/def2-TZVPD.

Computed properties:
- LUMO level (eV) = 1.2
- net charge = 0
- highest occupied orbital energy (eV) = -8.23
- HOMO-LUMO gap (eV) = 9.39

Element x y z (Å)
1 N 0.1642 -0.3529 2.1820
2 N 2.1571 0.7564 -1.3516
3 N 0.8803 -0.1022 1.3566
4 N 0.8923 0.5718 -1.0169
5 C -1.3591 -0.1866 -1.0625
6 C -0.7306 -0.6847 3.1032
7 C -0.0506 0.2293 -1.7415
8 H -1.9953 0.7455 -1.0756
9 H 2.2468 1.1035 -2.3014
10 H -1.8062 -1.1122 -1.4512
11 H -0.0484 0.3246 -2.8569
12 H -0.3589 -1.1208 4.0803
13 H 2.7772 0.9028 -0.5790
14 H -1.0812 -0.2674 -0.0085
15 H -1.6875 -0.8071 2.7229

=====

Q) Computed, not measured: one molecule with the formula C3H8N4, with ωB97M-V/def2-TZVPD.

Computed properties:
- LUMO level (eV) = 0.9
- net charge = 0
- structure (SMILES) = [H]/N=N/N/C=C\NC
- highest occupied orbital energy (eV) = -8.05
- HOMO-LUMO gap (eV) = 8.97

Element x y z (Å)
1 N 1.2768 1.4124 0.5102
2 N 2.2032 2.1681 0.9418
3 N 2.7385 1.9223 2.0808
4 N -0.1633 -0.4246 -1.0264
5 C -0.1433 -0.5666 0.3372
6 C 0.5766 0.2801 1.0919
7 C -1.3932 -1.0481 -1.5505
8 H -0.8044 -1.2746 0.9166
9 H -1.2524 -2.1323 -1.5778
10 H 0.6174 -0.8539 -1.5970
11 H -1.6554 -0.8754 -2.5891
12 H -2.2591 -0.8288 -0.9830
13 H 0.7344 0.0961 2.1748
14 H 3.5150 2.4512 2.4575
15 H 0.9579 1.5894 -0.4538

=====

Preferred: Q); penalty for the next structure: 85.0 kJ/mol.